# 1
The following is a DFT calculation (the ωB97M-V functional and the def2-TZVPD basis) of a molecular structure, C16H38F3IO6Zn.

XYZ file:
```
65
Properties=species:S:1:pos:R:3:forces:R:3
Zn -0.8263 -0.5054 0.9885 0.0 -0.2 0.4
I -2.3584 -0.6198 3.2035 0.2 0.2 -0.4
C 2.1951 -1.0624 1.4162 0.1 0.6 0.9
O 2.5324 0.0501 0.5472 0.0 0.0 -0.4
O 0.9049 -1.2173 1.5837 -0.6 -0.3 -0.4
C 2.8682 -2.3114 0.8482 0.6 -0.1 -0.4
F 2.4278 -3.4197 1.4285 -0.1 -0.3 0.1
F 2.6885 -2.4477 -0.4873 0.0 0.0 0.1
F 4.2178 -2.2672 1.0466 -0.3 -0.2 -0.1
C 3.8229 0.6247 0.7682 -0.3 0.0 0.4
C 3.9676 1.8376 -0.1159 -0.3 0.2 -0.2
H 4.7748 2.4882 0.2199 0.2 -0.2 -0.1
H 4.1117 1.5625 -1.1615 0.2 0.0 0.0
H 3.0579 2.4479 -0.0862 0.0 -0.1 0.1
H 4.6052 -0.1126 0.5902 0.1 0.1 -0.1
H 3.8779 0.9152 1.8264 0.1 0.0 -0.1
H 2.7059 -0.8635 2.3853 0.2 0.0 -0.1
C 1.2181 2.2800 2.8881 0.2 0.3 -0.2
C 0.0122 2.4836 1.9795 0.0 -0.3 0.7
C -0.0239 3.8639 1.3586 -0.4 0.0 -0.5
O -0.0352 1.4610 0.9711 -0.2 0.7 -0.4
H 2.1340 2.6072 2.3773 -0.1 -0.1 0.0
H 1.3300 1.2393 3.1864 -0.1 0.0 0.0
H 1.1240 2.9073 3.7760 -0.1 -0.1 0.0
H -0.8936 2.3177 2.5681 0.0 -0.1 -0.1
H 0.1594 4.6362 2.1013 0.1 0.0 0.0
H -1.0031 4.0682 0.9131 0.0 -0.1 0.1
H 0.7034 3.9457 0.5429 0.2 0.1 0.2
H 0.7134 1.5618 0.3668 0.1 -0.3 0.2
C -3.4376 1.8401 -1.9610 -0.1 0.4 0.0
C -2.7529 1.8066 -0.6030 -0.5 -0.7 0.3
C -3.6573 2.3578 0.4918 0.3 0.4 -0.2
O -2.4186 0.4198 -0.2823 -0.1 0.3 -0.4
H -2.9290 1.1963 -2.6759 0.0 0.0 0.0
H -3.4640 2.8604 -2.3558 0.1 -0.1 0.0
H -4.4873 1.5442 -1.8764 0.1 -0.2 0.0
H -1.7923 2.3132 -0.6158 0.0 0.0 -0.1
H -4.5460 1.7318 0.5812 0.0 0.0 0.1
H -3.9691 3.3738 0.2278 -0.1 -0.1 0.0
H -3.1578 2.4097 1.4578 0.0 -0.2 0.0
H -3.2448 -0.0651 -0.1586 0.0 0.1 0.2
C 0.4253 1.0477 -2.8828 0.1 0.1 0.1
C -0.0176 -0.3572 -2.5046 0.6 0.1 0.4
C 0.7670 -1.4124 -3.2714 -0.3 0.0 -0.2
O 0.2062 -0.5678 -1.0912 0.1 0.3 -0.3
H 1.4990 1.1697 -2.7095 0.0 -0.2 0.0
H -0.0715 1.8013 -2.2667 -0.2 0.0 -0.1
H 0.2645 1.2546 -3.9434 -0.2 0.0 0.1
H -1.0905 -0.4775 -2.6486 0.0 0.0 0.0
H 0.8007 -1.1915 -4.3408 0.0 0.1 0.0
H 0.2992 -2.3890 -3.1552 0.2 -0.1 0.1
H 1.7877 -1.4443 -2.8899 0.0 -0.1 0.0
H 1.1500 -0.4029 -0.8925 -0.2 -0.2 0.0
C -2.3657 -4.5217 0.8572 -0.8 -0.1 0.2
C -1.2292 -3.5776 0.5631 -0.4 -0.3 0.0
C -0.3389 -4.0960 -0.5429 0.1 0.1 0.2
O -1.7845 -2.2944 0.1914 0.1 0.0 0.1
H -2.0115 -5.5229 1.1033 0.1 0.0 0.0
H -3.0671 -4.6057 0.0157 0.3 -0.1 -0.1
H -2.9699 -4.1602 1.6933 0.2 0.0 0.0
H -0.7005 -3.3991 1.4977 0.3 0.2 -0.2
H 0.5032 -3.4318 -0.6983 0.1 0.1 -0.1
H -0.9268 -4.1790 -1.4626 0.1 0.0 0.0
H 0.0417 -5.0853 -0.2868 0.0 0.0 0.0
H -2.3267 -2.4167 -0.5949 0.1 0.1 -0.1
```
Positions in Å, forces in eV/Å.

Results
E_HOMO   -7.80 eV
ΔE to the lowest compared entry with this formula, charge and spin   0.0 kcal per mole
LUMO level   0.228 eV
Spin multiplicity   1
Total charge   0

The molecule's Löwdin atomic charges, reported in e, are given here:
1 Zn 0.387
2 I 0.064
3 C -0.450
4 O -0.135
5 O -0.184
6 C -0.542
7 F 0.168
8 F 0.126
9 F 0.111
10 C -0.253
11 C -0.062
12 H 0.081
13 H 0.077
14 H 0.062
15 H 0.115
16 H 0.119
17 H 0.162
18 C -0.026
19 C -0.453
20 C -0.036
21 O -0.131
22 H 0.078
23 H 0.084
24 H 0.089
25 H 0.106
26 H 0.087
27 H 0.072
28 H 0.084
29 H 0.086
30 C -0.043
31 C -0.436
32 C -0.047
33 O -0.143
34 H 0.070
35 H 0.088
36 H 0.086
37 H 0.111
38 H 0.089
39 H 0.089
40 H 0.060
41 H 0.091
42 C -0.037
43 C -0.437
44 C -0.035
45 O -0.105
46 H 0.084
47 H 0.071
48 H 0.087
49 H 0.128
50 H 0.084
51 H 0.073
52 H 0.085
53 H 0.073
54 C -0.052
55 C -0.462
56 C -0.035
57 O -0.149
58 H 0.087
59 H 0.086
60 H 0.081
61 H 0.131
62 H 0.054
63 H 0.087
64 H 0.092
65 H 0.107

# 2
The following is a DFT calculation (the ωB97M-V functional and the def2-TZVPD basis) of a molecular structure, C38H69F3N4O10S3.

XYZ file:
```
127
Properties=species:S:1:pos:R:3:forces:R:3
C -1.0111 -6.4632 -6.4352 0.4 0.7 -0.8
C -1.5566 -4.9829 -6.2533 0.8 -0.6 -1.2
N -2.6096 -4.8382 -5.2282 1.8 0.2 0.9
C -2.9568 -3.4195 -4.9190 -1.6 0.8 0.1
C -2.9421 -2.4307 -6.1458 0.6 0.4 0.9
C -2.2360 -5.4226 -3.9412 -1.7 -0.2 0.3
S -3.4352 -6.1768 -3.0912 1.3 0.6 -0.7
S -0.5613 -5.3839 -3.1890 -0.3 0.1 0.3
C -0.0074 -3.6532 -2.8177 -0.1 1.2 -0.7
C 0.6652 -3.0402 -4.1212 0.6 -0.1 0.0
C 1.9215 -2.1159 -3.8649 -0.5 0.5 1.0
C 1.5893 -0.8855 -2.9365 -1.5 0.7 0.1
C 0.2401 -0.3328 -2.8076 3.1 0.1 1.0
C -0.0364 0.8438 -1.8630 3.1 -1.4 -0.4
N -1.4039 1.2961 -1.7698 1.8 1.4 -0.4
C -1.5922 2.4684 -2.2788 -0.7 0.3 0.1
C -2.9752 3.1842 -1.9747 1.1 0.0 -0.3
C -0.5540 3.2743 -3.1396 -0.8 0.6 0.3
C 1.0849 1.3920 -1.1093 -1.3 0.5 -0.5
C 0.8634 2.5797 -0.0837 0.3 -0.8 -0.8
C 0.6582 1.9270 1.3582 0.0 0.5 0.2
O 0.9905 0.5500 1.4287 -0.2 0.4 0.0
C -0.7932 2.1498 1.9575 0.3 -0.4 0.8
F -1.7888 2.3145 1.0185 1.4 0.3 1.5
F -1.1785 1.0659 2.7380 0.4 1.7 -1.1
F -0.7206 3.2503 2.8093 -0.8 -1.6 -1.4
C 2.5010 0.8901 -1.2300 -1.0 -0.9 -0.9
N 3.6074 1.3602 -0.5730 -1.1 -1.9 -1.7
S 4.8757 0.3803 -1.0803 -2.7 -0.1 -1.0
N 4.0697 -0.6197 -2.1549 -1.5 0.8 0.6
C 2.7377 -0.2818 -2.1764 0.6 1.6 1.6
H -0.6676 -6.9502 -5.4887 -0.6 0.3 -0.8
H -0.0843 -6.3624 -7.0844 -1.0 -0.1 0.7
H -1.7276 -7.0832 -7.0425 0.6 0.4 1.0
H -1.9908 -4.7107 -7.2646 0.3 -0.1 1.3
H -0.6606 -4.3114 -6.1186 -0.9 -0.5 0.2
H -2.3388 -3.0180 -4.0571 -0.5 -0.2 -1.1
H -4.0224 -3.4328 -4.5268 1.2 -0.1 -0.3
H -3.3673 -2.8608 -7.0900 0.4 0.4 1.0
H -3.5399 -1.5193 -5.8348 0.6 -1.1 -0.5
H -1.8823 -2.0639 -6.2947 -1.2 -0.5 -0.3
H 0.6970 -3.6811 -1.9307 -0.7 -0.4 -1.1
H -0.8675 -2.9972 -2.4987 0.8 -0.9 -0.2
H 1.0024 -3.9210 -4.7479 -0.3 1.2 0.6
H -0.1208 -2.4796 -4.7008 0.8 -0.6 0.4
H 2.3697 -1.7017 -4.8180 -0.5 -0.7 0.9
H 2.7123 -2.7168 -3.3182 -0.8 0.7 -0.8
H -0.5973 -0.7793 -3.4121 1.0 0.6 0.9
H -3.0323 3.3783 -0.8657 -0.1 -0.4 -1.1
H -3.8314 2.5470 -2.3299 0.8 0.7 0.5
H -2.9661 4.1895 -2.4779 -0.3 -1.1 0.4
H 0.1202 3.8731 -2.4578 -0.5 -0.8 -0.8
H 0.0386 2.6433 -3.8490 -0.4 0.4 0.9
H -1.1354 4.0365 -3.7359 0.6 -0.8 0.5
H 0.0105 3.2460 -0.3898 0.7 -0.9 0.5
H 1.7917 3.2268 -0.1205 -1.0 -0.9 0.3
H 1.3678 2.4573 2.0587 -0.9 -0.7 -0.6
H 0.2887 -0.0178 1.0627 0.3 0.5 0.0
C 3.1417 9.6157 4.7564 -0.3 0.0 0.0
O 2.1946 9.0043 3.9017 0.5 -0.1 0.1
C 2.6165 8.9349 2.5473 -0.5 -0.2 0.1
C 2.2998 7.5763 1.9344 0.1 0.0 -0.2
O 3.0842 6.4921 2.4252 -0.2 0.1 0.1
C 2.8670 6.0818 3.7747 0.1 -0.2 0.0
C 1.4995 5.4705 4.0510 0.1 0.5 0.2
O 0.4863 6.4665 4.0473 0.0 -0.1 -0.5
C -0.7124 6.0575 3.4129 0.1 0.2 0.3
H 3.1038 10.7059 4.6467 0.2 0.0 0.1
H 2.8873 9.3529 5.7849 -0.1 0.1 -0.1
H 4.1555 9.2555 4.5534 0.0 0.1 0.0
H 3.6876 9.1367 2.4502 0.0 0.0 0.1
H 2.0669 9.7076 1.9965 0.1 0.0 -0.2
H 2.5364 7.6401 0.8670 0.1 0.0 0.1
H 1.2362 7.3447 1.9913 0.0 0.1 0.2
H 3.0923 6.8926 4.4667 -0.3 0.1 0.0
H 3.6174 5.3069 3.9612 -0.1 0.0 -0.1
H 1.5063 5.0165 5.0495 0.2 -0.2 -0.1
H 1.2972 4.6898 3.3102 0.0 0.1 0.0
H -0.5084 5.5128 2.4881 0.0 0.0 0.0
H -1.2826 6.9509 3.1630 0.0 0.1 0.1
H -1.3016 5.4352 4.0939 -0.1 -0.1 -0.2
C -3.8429 0.1525 1.2862 -0.4 0.0 0.1
O -4.8028 -0.4302 0.4291 0.4 -0.2 0.0
C -4.3888 -0.4344 -0.9283 -0.4 -0.1 0.1
C -4.6792 -1.7646 -1.6010 0.0 0.0 -0.2
O -3.8624 -2.8416 -1.1545 -0.1 0.0 0.1
C -4.0683 -3.3079 0.1781 0.2 -0.2 0.0
C -5.4174 -3.9688 0.4298 0.1 0.4 0.2
O -6.4598 -3.0030 0.4617 -0.1 -0.1 -0.5
C -7.6450 -3.4231 -0.1876 0.2 0.0 0.3
H -3.8878 1.2436 1.2138 0.2 -0.1 0.1
H -4.0746 -0.1468 2.3107 -0.1 0.0 -0.1
H -2.8327 -0.1963 1.0495 0.0 0.1 0.0
H -3.3224 -0.2118 -1.0214 0.0 0.0 0.0
H -4.9539 0.3553 -1.4400 0.1 0.0 -0.3
H -4.4466 -1.6478 -2.6658 0.1 0.0 0.1
H -5.7361 -2.0267 -1.5552 0.0 0.1 0.2
H -3.8667 -2.5170 0.9000 -0.3 0.1 0.0
H -3.2954 -4.0669 0.3368 -0.1 0.0 -0.2
H -5.3971 -4.4587 1.4109 0.2 -0.2 -0.1
H -5.5966 -4.7276 -0.3399 0.0 0.0 0.0
H -7.4253 -3.9289 -1.1335 0.0 -0.1 0.0
H -8.2414 -2.5387 -0.4048 0.0 0.0 0.1
H -8.2166 -4.0877 0.4693 -0.1 -0.1 -0.2
C 6.4670 -4.7583 3.1014 -0.3 -0.1 0.0
O 5.2110 -4.4493 3.6736 0.4 0.3 0.0
C 5.2928 -4.0405 5.0316 -0.5 0.0 -0.2
C 4.3966 -2.8392 5.3068 0.1 0.1 0.2
O 4.8291 -1.6138 4.7216 -0.1 -0.2 -0.1
C 4.7630 -1.5049 3.3004 0.0 0.2 0.0
C 3.3563 -1.5106 2.7157 0.3 -0.3 -0.1
O 2.7855 -2.8117 2.7790 -0.2 0.1 0.4
C 1.4180 -2.8155 3.1414 0.3 0.0 -0.3
H 6.7962 -5.7534 3.4231 0.2 0.1 0.0
H 6.3532 -4.7552 2.0156 -0.1 -0.1 0.1
H 7.2225 -4.0116 3.3671 0.0 0.0 0.0
H 6.3216 -3.7994 5.3164 0.0 0.0 -0.1
H 4.9520 -4.8831 5.6449 0.0 0.1 0.2
H 4.4157 -2.6623 6.3873 0.1 0.0 -0.1
H 3.3562 -3.0447 5.0562 0.1 -0.2 -0.2
H 5.3986 -2.2523 2.8257 -0.2 -0.2 -0.1
H 5.2115 -0.5336 3.0677 -0.1 0.0 0.1
H 3.4069 -1.2291 1.6566 0.1 0.3 0.1
H 2.7418 -0.7758 3.2460 0.0 -0.1 0.0
H 1.2179 -2.1128 3.9566 -0.1 0.1 -0.1
H 1.1633 -3.8169 3.4843 0.0 -0.1 -0.1
H 0.7992 -2.5670 2.2715 -0.2 0.1 0.1
```
Positions in Å, forces in eV/Å.

Results
E_HOMO   -8.21 eV
LUMO level   -1.046 eV
Spin multiplicity   1
Total charge   0

Results of the Löwdin charge analysis, in e, for atoms 1 through 99:
1 C -0.096
2 C -0.270
3 N -0.217
4 C -0.256
5 C -0.090
6 C -1.058
7 S 0.682
8 S 0.838
9 C -0.450
10 C -0.274
11 C -0.149
12 C -0.122
13 C 0.064
14 C -0.188
15 N 0.111
16 C -0.333
17 C -0.025
18 C -0.029
19 C -0.090
20 C -0.059
21 C -0.218
22 O -0.027
23 C -0.418
24 F 0.087
25 F 0.100
26 F 0.075
27 C -0.277
28 N -0.229
29 S 0.956
30 N -0.250
31 C -0.254
32 H 0.043
33 H 0.083
34 H 0.080
35 H 0.119
36 H 0.090
37 H 0.093
38 H 0.116
39 H 0.080
40 H 0.080
41 H 0.069
42 H 0.095
43 H 0.065
44 H 0.091
45 H 0.081
46 H 0.127
47 H 0.120
48 H 0.108
49 H 0.075
50 H 0.081
51 H 0.071
52 H 0.089
53 H 0.090
54 H 0.080
55 H 0.099
56 H 0.124
57 H 0.161
58 H 0.112
59 C -0.113
60 O -0.203
61 C -0.193
62 C -0.178
63 O -0.125
64 C -0.171
65 C -0.186
66 O -0.195
67 C -0.112
68 H 0.088
69 H 0.089
70 H 0.086
71 H 0.122
72 H 0.126
73 H 0.126
74 H 0.110
75 H 0.111
76 H 0.128
77 H 0.131
78 H 0.103
79 H 0.070
80 H 0.090
81 H 0.088
82 C -0.116
83 O -0.191
84 C -0.195
85 C -0.174
86 O -0.144
87 C -0.170
88 C -0.187
89 O -0.203
90 C -0.111
91 H 0.080
92 H 0.096
93 H 0.075
94 H 0.095
95 H 0.122
96 H 0.115
97 H 0.114
98 H 0.111
99 H 0.128

# 3
The following is a DFT calculation (the ωB97M-V functional and the def2-TZVPD basis) of a molecular structure, C17H13ClF6N6O9RuS2.

XYZ file:
```
55
Properties=species:S:1:pos:R:3:forces:R:3
Ru 0.2798 0.0647 0.0589 -0.3 0.1 0.2
O 3.8593 3.3745 -3.1015 0.0 -0.1 0.1
C 4.5072 2.7656 -2.1202 -0.1 0.0 -0.2
O 5.6803 2.8746 -1.9355 0.0 0.0 0.0
C 3.7068 1.8678 -1.2057 0.2 0.0 0.1
C 4.2700 1.1615 -0.1032 -0.1 0.0 -0.1
Cl 5.8370 1.1038 0.4445 0.0 0.0 0.0
N 3.2975 0.4507 0.4888 -0.1 0.0 0.2
N 2.1353 0.6480 -0.1655 0.4 0.1 0.0
C 2.3873 1.5060 -1.1857 -0.1 -0.1 0.1
C 1.1697 1.8584 -1.9560 -0.2 0.1 -0.2
O 1.1179 2.6037 -2.8812 0.1 -0.1 0.1
O 0.0826 1.2205 -1.4421 0.4 0.0 -0.3
C 3.3244 -0.3816 1.6658 0.0 0.0 -0.2
C 3.6417 0.1853 2.8877 -0.1 -0.1 0.1
C 3.6166 -0.6351 4.0068 0.0 0.0 0.0
C 3.2664 -1.9758 3.8879 0.0 0.0 0.0
C 2.9494 -2.5169 2.6488 0.0 0.0 0.0
C 2.9863 -1.7161 1.5149 0.1 -0.1 0.1
H 2.9039 3.1783 -3.1406 0.0 0.1 0.0
H 3.9026 1.2322 2.9712 0.0 0.0 0.0
H 3.8801 -0.2247 4.9721 0.0 0.0 0.0
H 3.2619 -2.6067 4.7664 0.0 0.0 0.0
H 2.7012 -3.5651 2.5555 0.0 0.0 0.0
H 2.8018 -2.1320 0.5314 0.0 0.0 0.0
F -3.1723 0.6510 -2.3339 0.0 0.0 0.0
C -2.6966 -0.5604 -2.5185 -0.1 0.0 0.0
F -1.5152 -0.5172 -3.1062 0.0 0.0 0.0
F -3.5293 -1.3084 -3.2004 0.0 0.0 0.0
S -2.5123 -1.3645 -0.8450 0.0 -0.1 0.2
O -1.6545 -0.3904 -0.0177 -0.1 -0.1 -0.3
O -3.7937 -1.5371 -0.2851 0.0 0.0 0.0
N -1.7011 -2.6824 -1.1191 0.0 0.2 0.1
S -0.2226 -2.7727 -0.6378 0.3 0.0 0.3
O -0.0404 -2.7133 0.8026 -0.1 -0.1 -0.1
O 0.6669 -1.7744 -1.2836 -0.3 0.0 0.1
C 0.3086 -4.4770 -1.1607 0.0 0.0 -0.2
F 0.0502 -4.6553 -2.4311 0.0 0.0 0.0
F 1.6080 -4.5316 -0.9256 0.0 0.0 0.0
F -0.3390 -5.3367 -0.4106 0.0 0.0 0.0
C -1.6655 0.3155 5.3007 0.1 0.0 0.0
N -0.9042 0.5731 4.0818 0.0 0.0 0.0
C -0.4262 1.8956 3.7018 0.1 -0.1 0.1
C 0.1951 1.6072 2.3615 -0.1 0.1 -0.1
O 0.6594 2.3760 1.5562 0.0 0.0 0.0
N 0.0765 0.2364 2.0927 -0.1 0.2 0.0
C -0.6464 -0.3162 3.1341 0.1 -0.1 0.0
N -1.0039 -1.5794 3.1662 -0.1 0.1 0.0
H -1.3460 1.0237 6.0610 0.0 0.0 0.0
H -1.4492 -0.6848 5.6717 0.0 0.0 0.0
H -2.7346 0.4306 5.1220 0.0 0.0 0.0
H 0.3109 2.2830 4.4080 0.0 0.0 0.0
H -1.2402 2.6160 3.6013 0.0 0.0 0.0
H -0.7679 -2.1894 2.3908 0.0 0.0 0.0
H -1.6044 -1.9289 3.8955 0.0 0.0 0.0
```
Positions in Å, forces in eV/Å.

Results
E_HOMO (spin up / spin down)   -15.93 / -15.93 eV
⟨S²⟩   6.0213
ΔE to the lowest compared entry with this formula, charge and spin   9.6 kcal per mole
LUMO level (spin up / spin down)   -8.199 / -10.373 eV
Spin multiplicity   5
Total charge   +2

The molecule's Löwdin atomic charges, reported in e, are given here:
1 Ru 1.771
2 O 0.185
3 C -0.468
4 O 0.150
5 C 0.022
6 C -0.528
7 Cl 0.978
8 N -0.020
9 N -0.046
10 C -0.086
11 C -0.426
12 O 0.217
13 O -0.141
14 C -0.237
15 C -0.020
16 C -0.038
17 C -0.040
18 C -0.042
19 C -0.025
20 H 0.092
21 H 0.128
22 H 0.122
23 H 0.122
24 H 0.123
25 H 0.112
26 F 0.201
27 C -0.691
28 F 0.174
29 F 0.212
30 S 0.742
31 O -0.460
32 O -0.167
33 N -0.255
34 S 0.671
35 O -0.333
36 O -0.359
37 C -0.692
38 F 0.213
39 F 0.182
40 F 0.205
41 C 0.030
42 N -0.059
43 C 0.014
44 C -0.443
45 O 0.102
46 N 0.020
47 C -0.348
48 N 0.271
49 H 0.111
50 H 0.101
51 H 0.116
52 H 0.161
53 H 0.165
54 H 0.078
55 H 0.138

Which F_max belongs to each record? In order, 1.09; 3.39; 0.45 eV/Å.
Which E belongs to each record? In order, -94167.691; -107609.078; -98269.602 eV.